[1]
The following is a DFT calculation (ωB97M-V/def2-TZVPD) of C4H6NO2 as an isolated structure at a distorted geometry.

Structure (XYZ):
```
13
Properties=species:S:1:pos:R:3:forces:R:3:mulliken_charge:R:1
C -1.275740 -1.787283 0.078036 -0.323 -3.326 -0.227 -0.6582
C -2.603450 0.457600 -0.116258 0.945 -0.349 2.621 0.6388
C 0.617017 1.339054 0.059766 0.774 1.690 -0.159 -0.9730
C 0.267414 -0.023555 0.239229 -0.440 -3.236 -0.124 -0.2898
N -0.907043 -0.556124 0.002185 1.216 2.010 0.371 -0.1794
O -2.940921 0.673625 0.984791 -0.013 0.354 2.041 -0.5123
O -2.849715 0.527358 -1.231180 -0.723 0.208 -4.889 -0.4790
H -2.134153 -1.985795 -0.547919 -0.394 -0.488 0.263 0.1538
H -0.588729 -2.682688 0.278913 -0.540 1.425 -0.267 0.2249
H 0.048117 1.889704 -0.696778 -0.057 -0.019 0.077 0.2431
H 1.671613 1.276825 -0.247324 -0.079 0.838 0.075 0.3160
H 0.533666 1.824096 1.026691 0.239 1.046 0.165 0.1800
H 1.138336 -0.683041 0.420685 -0.606 -0.153 0.053 0.3352
```
Positions in Å, forces in eV/Å.

E ... -361.2146 a.u.
LUMO ... 4.285 eV
Kohn-Sham gap ... 5.73 eV
Highest occupied orbital energy ... -1.440 eV
Total charge ... -1

***

[2]
The following is a DFT calculation (ωB97M-V/def2-TZVPD) of C18H8Cl4N2O7PdS as an isolated structure.

Structure (XYZ):
```
41
Properties=species:S:1:pos:R:3:forces:R:3:mulliken_charge:R:1
Pd 0.648054 -0.911799 0.359559 -0.047 0.097 -0.078 0.6684
Cl -3.889426 -0.689370 5.861235 0.004 -0.001 -0.005 -0.1437
C -2.783075 -0.080672 4.716037 -0.008 0.025 -0.002 0.5722
C -2.487869 1.372589 4.750269 0.004 -0.011 0.005 0.2273
Cl -3.279363 2.317515 5.932910 -0.003 0.002 0.000 -0.1515
C -1.627524 1.938047 3.889967 -0.003 -0.003 -0.015 0.0557
Cl -1.252478 3.599637 3.899589 -0.005 -0.004 -0.003 -0.1376
C -0.926893 1.120196 2.871576 0.020 0.009 0.007 0.2889
O -0.122125 1.567762 2.110601 0.072 -0.023 0.069 -0.5119
C -1.270531 -0.384049 2.826444 -0.165 0.184 -0.127 0.6709
O -0.793566 -1.095277 1.977236 0.277 -0.236 0.114 -0.3193
C -2.216580 -0.908299 3.819172 0.013 0.005 -0.032 -0.2386
Cl -2.549807 -2.578638 3.746374 0.001 -0.009 0.003 -0.1346
O -1.908651 0.731495 0.138011 0.004 -0.037 -0.013 -0.4246
C -1.953356 0.915441 -1.058908 -0.046 -0.006 -0.004 -0.3792
C -1.696458 -0.062610 -2.118161 -0.017 -0.039 0.022 0.8116
C -2.125549 0.316971 -3.389056 -0.008 0.010 0.012 -0.5779
C -2.122443 -0.580891 -4.428584 -0.008 -0.020 0.011 -0.3340
C -1.710059 -1.900684 -4.230577 -0.006 0.006 -0.013 -0.4180
C -1.262666 -2.286624 -2.996104 0.028 0.021 0.009 -0.4847
C -1.193163 -1.380763 -1.905196 0.073 0.018 -0.066 0.6015
O -0.688677 -1.823712 -0.797037 -0.128 0.019 0.041 -0.8508
N -2.576987 -0.156657 -5.745511 0.045 0.010 -0.007 1.0016
O -2.921265 1.003226 -5.886493 -0.019 0.006 -0.003 -0.6306
O -2.582022 -0.984772 -6.638223 -0.017 -0.007 -0.008 -0.6317
H -2.283820 1.899911 -1.447128 0.021 0.004 -0.003 0.2861
H -2.491988 1.321301 -3.558355 0.003 -0.001 -0.003 0.4396
H -1.736183 -2.592166 -5.060306 0.000 0.000 0.000 0.4710
H -0.912978 -3.294627 -2.819062 0.000 -0.001 -0.001 0.4368
O 2.082643 -0.209087 1.552285 -0.014 -0.022 0.040 -0.8234
N 3.257783 0.046645 0.964128 -0.004 0.015 -0.001 0.4898
C 4.222456 0.559415 1.761167 0.000 0.003 0.000 -0.1992
C 5.457379 0.851812 1.261494 -0.001 -0.002 -0.004 -0.7071
C 5.707437 0.612210 -0.095500 0.000 -0.003 0.005 -0.1238
C 4.713654 0.095076 -0.882588 0.001 -0.003 0.000 -0.8923
C 3.448540 -0.197153 -0.345479 0.014 0.005 -0.020 0.8527
S 2.160322 -0.847111 -1.282830 -0.081 -0.014 0.071 -0.3733
H 3.913101 0.703475 2.784548 0.000 -0.001 0.000 0.4184
H 6.211123 1.260695 1.916835 0.000 0.001 0.000 0.3994
H 6.676504 0.834150 -0.520397 0.000 0.002 0.000 0.3840
H 4.866518 -0.102598 -1.933947 0.000 0.002 0.000 0.4121
```
Positions in Å, forces in eV/Å.

E ... -3693.6029 a.u.
LUMO ... -2.606 eV
Kohn-Sham gap ... 5.61 eV
Highest occupied orbital energy ... -8.211 eV

***

[3]
The following is a DFT calculation (ωB97M-V/def2-TZVPD) of one molecule with the formula C3H5NSSi at a distorted geometry.

Structure (XYZ):
```
11
Properties=species:S:1:pos:R:3:forces:R:3:mulliken_charge:R:1
C -0.825029 1.298370 0.263804 -1.093 0.370 -0.720 0.1855
C -1.918775 -1.221376 -0.155986 -1.516 1.158 -0.130 -0.0118
C 0.285396 0.662215 0.179306 -0.918 -1.768 -0.474 -0.1874
N -0.759098 -1.537995 -0.251992 1.469 1.272 0.432 -0.4970
Si 1.972529 0.063463 -0.015686 0.005 -2.278 0.590 0.3516
S -2.443489 0.674244 0.141029 0.075 -0.684 0.048 -0.1156
H -0.874720 2.403481 0.191673 0.204 -0.486 0.446 0.2847
H -2.874852 -1.798906 -0.296978 1.005 0.516 0.233 0.3278
H 1.994895 -1.363017 0.475239 -0.080 0.597 -0.204 -0.0683
H 2.904899 0.736060 0.786830 0.845 1.132 1.060 -0.1416
H 2.538245 0.083464 -1.317240 0.003 0.170 -1.282 -0.1277
```
Positions in Å, forces in eV/Å.

E ... -859.5697 a.u.
LUMO (alpha / beta) ... -1.379 / -1.380 eV
Kohn-Sham gap (alpha / beta) ... 7.21 / 7.21 eV
Highest occupied orbital energy (alpha / beta) ... -8.587 / -8.586 eV

***

[4]
The following is a DFT calculation (ωB97M-V/def2-TZVPD) of a 6-piece molecular cluster, C40H43O22SSi overall.

Structure (XYZ):
```
107
Properties=species:S:1:pos:R:3:forces:R:3:mulliken_charge:R:1
C -3.529571 -1.437755 2.864165 0.205 0.114 -0.021 -1.0740
C -3.562210 -0.461926 1.683511 -0.148 -0.134 0.348 0.0159
C -3.530982 1.020111 2.109904 -0.017 0.074 -0.431 -0.0610
C -2.359085 1.843676 1.552127 0.041 -0.130 0.214 -1.2235
C -1.123915 1.840896 2.465278 -0.164 -0.419 -0.236 -1.3616
C -0.368893 0.503695 2.513319 0.555 0.503 0.059 1.5099
C 0.604415 0.397694 1.354775 -0.403 0.163 0.495 -1.3327
S 0.249726 -1.124045 0.486172 -0.224 -0.328 -0.392 1.0947
O -0.714971 -0.907674 -0.574393 0.016 0.077 -0.002 -0.7167
O 1.435783 -1.907264 0.108106 0.137 0.211 -0.006 -0.8804
Si 0.434556 0.214866 4.119020 -0.385 -0.181 -0.326 -0.2462
C 1.444899 -1.385367 4.029508 -0.044 0.234 -0.002 -1.0777
C 1.630901 1.593055 4.660600 0.203 -0.185 0.198 -1.0206
C -0.877355 0.086782 5.484740 0.161 0.245 0.033 -1.1206
H -4.111262 -1.048348 3.705182 -0.108 -0.092 -0.019 0.3208
H -2.501146 -1.550264 3.215132 -0.019 0.037 0.048 0.0357
H -3.918937 -2.423440 2.598754 0.010 -0.007 -0.010 0.3677
H -4.480069 -0.651829 1.115802 0.053 0.065 -0.094 0.4305
H -2.718329 -0.662724 1.024329 -0.065 -0.043 -0.054 -0.1155
H -4.456337 1.473214 1.749211 0.050 0.061 0.111 0.1111
H -3.546744 1.101867 3.202801 0.044 -0.014 0.015 0.3720
H -2.692294 2.875109 1.378701 0.019 0.000 0.012 0.4405
H -2.076272 1.423678 0.580768 -0.015 0.125 -0.064 0.2238
H -0.461136 2.663489 2.138841 -0.028 0.050 0.093 0.4095
H -1.466909 2.104241 3.476111 0.011 0.115 -0.028 0.3825
H 1.673562 0.375852 1.590472 0.139 -0.106 -0.157 0.3856
H 0.414074 1.153647 0.589518 0.166 0.088 -0.085 0.4186
H -0.404327 -1.766377 1.488992 0.134 -0.060 0.093 -0.0467
H 2.201112 -1.293883 3.244017 0.069 -0.081 0.055 0.2612
H 1.945121 -1.623724 4.971026 0.029 -0.045 -0.024 0.3966
H 0.786364 -2.212445 3.753696 0.023 -0.054 0.064 0.2506
H 1.080156 2.504452 4.906808 -0.001 0.031 -0.058 0.2309
H 2.362466 1.822328 3.880314 -0.061 0.033 -0.050 0.4481
H 2.192198 1.293859 5.553213 -0.026 0.065 0.026 0.1520
H -1.062996 -0.944759 5.788616 -0.042 -0.013 -0.019 0.3040
H -1.807077 0.506484 5.093263 -0.062 -0.101 0.022 0.2291
H -0.607425 0.671071 6.369961 0.026 -0.104 0.043 0.3785
C 2.860711 -1.000218 -4.515454 0.081 0.009 -0.112 -0.8246
C 2.742873 -0.790576 -3.187104 -0.177 -0.154 -0.022 0.5993
C 3.079372 0.557131 -2.569750 0.023 -0.172 0.016 0.6178
O 2.995134 0.659023 -1.368186 -0.075 0.060 0.282 -0.5415
C 3.513312 1.637124 -3.442946 -0.005 0.024 -0.011 -1.1284
C 3.611655 1.412631 -4.756548 0.031 0.064 0.001 0.2731
C 3.285663 0.072000 -5.369221 -0.026 -0.086 0.061 1.0857
O 3.410609 -0.004434 -6.586293 0.008 0.020 -0.076 -0.6757
O 4.005386 2.322101 -5.644021 0.002 0.034 -0.011 -0.6092
O 2.343496 -1.744286 -2.373606 0.042 0.348 0.490 -0.4470
H 2.619278 -1.949734 -4.970385 -0.048 0.020 0.039 0.5260
H 3.753585 2.589115 -2.991223 -0.019 -0.001 -0.001 0.4623
H 3.976150 1.867280 -6.510504 -0.005 -0.032 0.005 0.3095
H 2.181332 -1.475680 -1.404139 0.001 -0.209 -0.594 0.2221
C 4.550300 5.561410 7.526975 0.070 0.054 0.025 -0.9338
C 3.360460 4.979638 7.305626 0.014 0.011 -0.060 0.2994
C 2.988212 3.638526 7.907868 0.076 -0.086 0.012 1.0528
O 1.872996 3.228433 7.658494 -0.072 0.031 0.067 -0.5736
C 3.966115 2.943766 8.721180 -0.075 -0.036 0.007 -1.0630
C 5.153819 3.524501 8.933420 0.001 -0.035 0.019 0.4028
C 5.512863 4.878435 8.357438 -0.059 0.084 -0.079 1.0630
O 6.620054 5.308811 8.638529 0.022 -0.043 0.028 -0.6544
O 6.124549 2.987908 9.661982 -0.009 0.000 0.006 -0.5903
O 2.408999 5.505558 6.557561 0.000 0.005 0.020 -0.5851
H 4.821042 6.518165 7.103973 -0.019 -0.002 -0.011 0.4214
H 3.701734 1.979150 9.130286 0.017 -0.002 0.001 0.4382
H 6.857236 3.636471 9.636687 -0.006 0.024 -0.017 0.3736
H 1.673881 4.856663 6.558367 0.013 -0.027 -0.004 0.3521
C 0.588322 -5.671599 -5.605348 -0.018 0.055 -0.001 -1.1607
C 0.859963 -6.979039 -5.521728 -0.028 0.005 -0.040 0.3203
C 1.693829 -7.564761 -4.402825 0.054 0.036 0.088 1.1766
O 1.859594 -8.776255 -4.435949 -0.014 -0.005 -0.047 -0.6650
C 2.225356 -6.683027 -3.399981 0.038 -0.080 0.006 -0.9383
C 1.958011 -5.363091 -3.467803 -0.017 0.004 0.035 0.5263
C 1.112135 -4.777558 -4.587339 -0.035 -0.074 -0.081 1.0244
O 0.927129 -3.578242 -4.578125 0.019 0.007 0.023 -0.5657
O 2.410533 -4.500029 -2.590345 -0.101 -0.014 -0.060 -0.4297
O 0.438183 -7.887704 -6.393778 -0.006 0.005 -0.002 -0.6002
H -0.003723 -5.245111 -6.402605 -0.008 -0.006 0.004 0.4539
H 2.826228 -7.108068 -2.608677 -0.007 0.032 0.020 0.4560
H 2.072098 -3.593529 -2.782040 0.108 -0.030 0.055 0.2711
H 0.791159 -8.739306 -6.061832 0.015 0.003 0.028 0.3749
C 2.163225 0.484289 -9.703919 -0.025 -0.102 0.100 -1.0361
C 2.829024 1.429573 -10.381301 -0.004 0.001 0.029 0.2716
C 2.342865 1.982662 -11.703763 -0.092 -0.025 -0.072 1.0064
O 3.028237 2.849459 -12.219400 0.047 -0.001 0.030 -0.6497
C 1.119075 1.460531 -12.271051 0.035 0.059 -0.056 -1.0685
C 0.450489 0.514770 -11.595951 -0.029 0.014 -0.030 0.3104
C 0.929706 -0.025809 -10.261892 0.117 0.034 0.050 1.1221
O 0.225370 -0.874185 -9.745929 -0.035 -0.017 -0.049 -0.6306
O -0.678286 -0.036482 -12.012618 0.002 0.009 -0.005 -0.5815
O 3.965578 1.974005 -9.965850 -0.005 0.006 0.010 -0.5540
H 2.508166 0.090718 -8.756911 0.013 0.012 0.034 0.6648
H 0.782846 1.851940 -13.220536 -0.017 -0.007 0.006 0.4166
H -0.928250 -0.677454 -11.314392 0.019 -0.001 0.028 0.3874
H 4.211122 2.629536 -10.648844 -0.018 0.002 -0.017 0.3703
C -7.832374 -0.536044 2.641758 0.025 0.035 -0.077 -1.0278
C -8.514048 -1.096937 3.648819 0.003 -0.034 -0.027 0.4093
C -8.793153 -0.369413 4.947165 0.032 0.111 0.051 1.0572
O -9.442309 -0.979079 5.781556 -0.005 -0.047 -0.027 -0.6569
C -8.284085 0.970926 5.120563 -0.059 -0.018 0.062 -0.9645
C -7.593976 1.533232 4.116240 0.035 0.009 0.047 0.2606
C -7.343271 0.817231 2.804210 0.058 -0.168 -0.016 1.1360
O -6.726320 1.439161 1.961757 -0.200 0.089 -0.039 -0.6593
O -7.073018 2.746288 4.163790 -0.016 0.003 -0.005 -0.5972
O -9.012580 -2.325995 3.615177 -0.004 0.011 -0.007 -0.5988
H -7.626191 -1.048619 1.712961 0.005 -0.017 0.013 0.4310
H -8.469786 1.475746 6.057712 0.015 0.013 -0.007 0.4173
H -6.614507 2.874094 3.306692 0.011 -0.027 -0.008 0.3782
H -9.450272 -2.453980 4.480963 0.004 0.021 0.017 0.3769
```
Positions in Å, forces in eV/Å.

E ... -3892.9987 a.u.
LUMO ... -0.135 eV
Kohn-Sham gap ... 3.08 eV
Highest occupied orbital energy ... -3.210 eV
Total charge ... -1